Entry 1:
Formula: C3H3NO2
Source: OMol25
Level of theory: ωB97M-V with the def2-TZVPD basis set

## Properties
- ΔE to the lowest compared entry with this formula, charge and spin (kcal/mol) = 104.79
- HOMO energy (Ha) = -0.387
- charge = 0
- electronic energy (hartree) = -321.21065
- SMILES string = C=C(O)OC#N
- multiplicity = 1

```
9
Properties=species:S:1:pos:R:3:lowdin_charge:R:1
C -0.23 0.35 -0.04 -0.248
C -0.85 -0.27 -1.02 0.107
O 0.74 0.14 0.89 0.079
O 0.31 1.86 -0.26 -0.058
C 0.70 -1.14 1.18 -0.320
N 0.93 -2.20 1.56 0.201
H 0.64 2.27 0.56 0.070
H -1.14 0.29 -1.90 0.090
H -1.09 -1.31 -0.96 0.080
```


Entry 2:
Formula: C3H3NO2S
Source: OMol25
Level of theory: ωB97M-V with the def2-TZVPD basis set

## Properties
- ΔE to the lowest compared entry with this formula, charge and spin (kcal/mol) = 149.36
- HOMO energy (Ha) = -0.342
- charge = 0
- electronic energy (hartree) = -719.34225
- multiplicity = 1

```
10
Properties=species:S:1:pos:R:3:lowdin_charge:R:1
C 0.20 1.00 0.32 -0.121
C -1.25 1.03 0.23 -0.301
C 1.03 0.01 0.03 0.077
N 0.30 -1.68 -0.61 -0.735
O -0.12 -1.63 -1.73 -0.033
O -1.90 0.07 -0.07 0.074
S 0.51 -2.88 0.41 0.687
H 0.82 1.90 0.79 0.150
H -1.65 2.08 0.53 0.137
H 2.07 0.09 0.09 0.066
```


Entry 3:
Formula: C3H3NO2S
Source: OMol25
Level of theory: ωB97M-V with the def2-TZVPD basis set

## Properties
- ΔE to the lowest compared entry with this formula, charge and spin (kcal/mol) = 135.30
- HOMO energy (spin up / spin down) (Ha) = -0.310 / -0.355
- charge = 0
- electronic energy (hartree) = -719.36465
- multiplicity = 1

```
10
Properties=species:S:1:pos:R:3:lowdin_charge:R:1
C 0.31 0.19 -0.74 -0.144
C 0.07 -1.14 -0.74 -0.345
C 0.01 1.03 0.39 -0.190
N 0.27 2.23 0.51 -0.088
O 0.28 3.14 1.27 0.082
O -1.12 -3.16 0.23 -0.549
S -0.53 -1.92 0.70 0.906
H 0.77 0.83 -1.49 0.121
H 0.38 -1.88 -1.47 0.084
H -0.45 0.69 1.34 0.123
```


Q: Look up the electronic energy of the first one.
A: -321.21065 hartree


Q: Among the records above, which one has the lowest ΔE to the lowest compared entry with this formula, charge and spin?
A: C3H3NO2


Q: Look up the charge of the third one.
A: 0